[1]
The following is a quantum chemistry calculation of C19H30O4S2 in the gas phase, from the Open Molecules 2025 dataset.

Geometry as XYZ:
```
55
Properties=species:S:1:pos:R:3:mulliken_charge:R:1
C 1.0424 -3.2453 -4.7302 -1.2787
C 1.0006 -1.7852 -4.2943 -0.3609
C -0.2980 -1.4075 -3.5780 -0.5919
C -0.5694 -2.2502 -2.3433 -0.7431
H -1.4026 -1.8681 -1.7596 0.3198
H -0.7917 -3.2832 -2.6101 0.6892
S 0.9177 -2.3884 -1.2569 0.1954
O 0.4655 -3.0918 -0.0473 -0.4584
C 1.1053 -0.6071 -0.7853 -1.1330
H 1.9487 -0.5824 -0.0926 0.4823
H 1.3790 -0.0804 -1.6970 0.6019
C -0.1018 0.0528 -0.1348 0.0691
C -0.5305 -0.6221 1.1546 -1.0707
H 0.3003 -1.1111 1.6523 0.4312
H -1.0068 0.1091 1.8041 0.6543
S -1.8074 -1.9088 0.7463 0.4571
O -2.9211 -1.1206 0.1963 -0.6812
C -2.2476 -2.2923 2.4975 -0.6948
C -1.1067 -3.0600 3.1418 -0.3785
C -1.5756 -3.9349 4.3045 -0.4805
C -0.4126 -4.6830 4.9440 -1.3170
H -0.7632 -5.3138 5.7573 0.3881
H 0.3192 -3.9839 5.3431 0.3315
H 0.0823 -5.3119 4.2077 0.3242
H -2.0649 -3.3089 5.0548 0.3310
H -2.3123 -4.6538 3.9404 0.3481
H -0.3486 -2.3659 3.5102 0.2331
H -0.6384 -3.6881 2.3797 0.3094
H -2.5077 -1.3729 3.0180 0.3493
H -3.1403 -2.9135 2.4193 0.4518
H -0.9513 0.0828 -0.8315 0.4046
O 0.2300 1.4179 0.1709 -0.3419
C 0.2336 2.2744 -0.8623 0.6865
O 0.0240 1.9298 -2.0028 -0.6633
C 0.5279 3.6621 -0.4521 0.0387
C 0.5506 4.6531 -1.4305 -0.6987
C 0.8213 5.9626 -1.0873 -0.6059
C 1.0755 6.3122 0.2340 1.0966
C 1.0514 5.3154 1.2069 -0.6455
C 0.7812 4.0043 0.8749 -0.4898
H 0.7643 3.2382 1.6340 0.4574
H 1.2474 5.5786 2.2366 0.3847
C 1.3717 7.7276 0.6192 -1.3810
H 0.6441 8.0807 1.3488 0.3252
H 1.3438 8.3835 -0.2467 0.3502
H 2.3579 7.7955 1.0770 0.3222
H 0.8354 6.7247 -1.8529 0.2985
H 0.3508 4.3744 -2.4540 0.4557
H -1.1359 -1.5335 -4.2685 0.5213
H -0.2621 -0.3501 -3.3084 0.0261
H 1.1001 -1.1468 -5.1746 0.4442
H 1.8537 -1.5832 -3.6438 0.2567
H 0.1616 -3.4931 -5.3183 0.3061
H 1.9229 -3.4291 -5.3412 0.4111
H 1.0868 -3.9084 -3.8701 0.2623
```

The value obtained for the HOMO energy is -8.3 eV. The LUMO energy is 0.0177 Ha. As for the net charge: 0. The value obtained for the HOMO-LUMO gap is 8.742 eV.


[2]
The following is a quantum chemistry calculation of C4H8O2 in the gas phase, from the Open Molecules 2025 dataset.

Geometry as XYZ:
```
14
Properties=species:S:1:pos:R:3:mulliken_charge:R:1
C -0.2055 -2.1819 -0.0889 -1.1860
C 0.2770 -0.7626 0.1001 0.8561
O 1.3340 -0.5120 0.6496 -0.6200
C -0.6030 0.3408 -0.4559 -0.5590
C 0.0738 1.7081 -0.3955 -0.5181
O 1.3101 1.7003 -1.0705 -0.5361
H -1.2637 -2.2884 0.1761 0.3418
H -0.1157 -2.4347 -1.1535 0.2999
H 0.4087 -2.8694 0.4964 0.3256
H -0.8616 0.0998 -1.4951 0.2989
H -1.5445 0.3354 0.1128 0.3434
H 0.1927 2.0215 0.6524 0.2641
H -0.5539 2.4518 -0.8976 0.3533
H 1.8770 1.1089 -0.5532 0.3361
```

The value obtained for the HOMO energy is -10.0 eV. The LUMO energy is 0.0322 Ha. The SMILES is CC(=O)CCO. As for the net charge: 0. The value obtained for the HOMO-LUMO gap is 10.851 eV.


[3]
The following is a quantum chemistry calculation of 2 unconnected molecules or ions with the total composition C5H10NO5, from the Open Molecules 2025 dataset.

Geometry as XYZ:
```
21
Properties=species:S:1:pos:R:3:mulliken_spin:R:1
O -0.3055 0.6074 1.5184 0.9852
O 0.8896 0.9514 1.7327 1.0144
C -5.2363 -4.1337 -0.4632 0.0045
C -3.7094 -4.0356 -0.4054 0.0227
C -3.4350 -2.5181 -0.5408 -0.0043
C -2.1324 -1.8749 -0.5891 0.3910
C -1.2385 -2.1508 -1.7388 0.0198
O -4.2216 -1.8324 0.4702 0.0070
N -3.7401 -0.4890 0.4235 0.2967
O -3.0132 -0.1605 -0.5670 -0.0853
O -4.1755 0.2146 1.3117 0.3037
H -5.5725 -5.1748 -0.4885 0.0003
H -5.6902 -3.6271 0.3940 0.0001
H -5.5846 -3.6296 -1.3702 -0.0009
H -3.2988 -4.4731 0.5263 0.0010
H -3.2592 -4.5778 -1.2674 0.0003
H -3.8155 -2.2679 -1.5574 0.0148
H -1.6060 -1.6262 0.3340 -0.0035
H -0.2194 -1.8790 -1.4485 0.0050
H -1.3320 -3.1643 -2.1604 0.0080
H -1.4910 -1.4333 -2.5135 0.0195
```

The value obtained for the HOMO energy (alpha / beta) is -6.6 / -10.8 eV. The LUMO energy (alpha / beta) is 0.0073 / -0.0377 Ha. The expectation value of S² is 3.80. Its spin multiplicity is 4. As for the net charge: 0. The value obtained for the HOMO-LUMO gap (alpha / beta) is 6.797 / 9.782 eV.


[4]
The following is a quantum chemistry calculation of C3H4O2S2 in the gas phase, from the Open Molecules 2025 dataset.

Geometry as XYZ:
```
11
Properties=species:S:1:pos:R:3:mulliken_charge:R:1
C 0.1866 -1.5909 -0.6348 -0.3955
C 0.2946 1.8260 -0.9051 0.2256
C -0.7380 -0.6290 1.7054 -0.4224
O -0.5457 1.6570 -0.0657 -0.4572
O 1.2202 1.0075 -1.2974 -0.3575
S -1.1008 -1.6368 0.4760 0.1656
S 1.5411 -0.5986 -0.4616 -0.0931
H 0.0443 -2.2032 -1.5045 0.4205
H 0.3810 2.7513 -1.5153 0.3482
H -1.4419 -0.5483 2.5087 0.2788
H 0.1585 -0.0350 1.6943 0.2870
```

The value obtained for the HOMO energy is -8.6 eV. The LUMO energy is -0.0381 Ha. As for the net charge: 0. The value obtained for the HOMO-LUMO gap is 7.592 eV.


In the order shown, the computed energy above the lowest of the compared OMol25 structures with the same formula, charge and spin values come out to 18.8; 72.3; 95.2; 247.2 kJ/mol.